The following is a DFT calculation (wB97M-V/def2-TZVPD) of a structure of composition C51H42N2O5S2 at a distorted geometry.

The geometry in XYZ format:
```
102
Properties=species:S:1:pos:R:3
C -0.45314 8.55987 -0.34829
C 0.64146 7.69054 -0.45494
C 0.58748 6.42154 0.12941
C -0.54023 6.03150 0.87375
N -0.52719 4.82029 1.57669
C -1.33741 4.67530 2.74550
C -2.71625 4.46438 2.61884
C -3.51211 4.26890 3.78001
C -2.91530 4.30123 5.03234
C -1.55312 4.51261 5.17157
C -0.75164 4.71622 4.01644
C 0.23190 3.71574 1.15420
C 0.84046 2.86479 2.08617
C 1.30101 1.61727 1.73519
C 1.19698 1.08399 0.43485
C 1.04923 -0.45256 0.32336
C 0.26338 -0.83944 -0.94804
C 0.93642 -1.33670 -2.10423
C 0.20712 -1.66546 -3.23413
C -1.19339 -1.58496 -3.28550
N -1.89809 -1.97467 -4.42467
C -3.22678 -2.42522 -4.38586
C -4.07953 -2.23967 -5.50519
C -5.39268 -2.74515 -5.51065
C -5.86814 -3.45673 -4.40870
C -5.04808 -3.65078 -3.30002
C -3.73798 -3.12885 -3.27502
C -1.27364 -1.94949 -5.69020
C -1.41507 -3.02814 -6.60130
C -0.80439 -2.98676 -7.86049
C -0.09526 -1.84954 -8.26281
C 0.03386 -0.77287 -7.38212
C -0.52039 -0.82804 -6.09628
C -1.83071 -1.08502 -2.14082
C -1.15243 -0.68541 -0.99647
C 0.71884 2.00651 -0.53948
C 0.29007 3.28933 -0.17549
C -1.62747 6.91625 0.99640
C -1.58986 8.16448 0.36502
H -0.41858 9.53755 -0.82589
H 1.53973 7.98817 -0.99989
H 1.42970 5.72930 0.02886
H -3.16519 4.46720 1.62896
H -4.57776 4.09775 3.65440
H -3.53331 4.15926 5.92839
H -1.06456 4.52480 6.14386
H 0.31574 4.89078 4.10782
H 0.91930 3.19283 3.12609
H 1.75642 1.05604 2.54280
H 2.04880 -1.24747 0.22115
H 2.01908 -1.37520 -2.08103
H 0.77505 -2.00919 -4.10104
H -3.71045 -1.70356 -6.38157
H -6.02145 -2.56757 -6.38205
H -6.87949 -3.84914 -4.41344
H -5.40862 -4.20044 -2.42598
H -3.10271 -3.26469 -2.39730
H -2.00520 -3.90111 -6.30463
H -0.88763 -3.85026 -8.52343
H 0.35625 -1.80886 -9.24331
H 0.58575 0.12887 -7.67831
H -0.38279 -0.00507 -5.38855
H -2.90896 -0.97995 -2.10840
H -1.67569 -0.23194 -0.16404
H 0.63139 1.70257 -1.57674
H -0.05832 3.96169 -0.96390
H -2.50712 6.61837 1.56322
H -2.46407 8.81886 0.44112
C 4.47472 -0.30624 1.31166
O 3.05801 -0.32558 1.85181
C 2.26790 -1.28566 1.31203
S 3.21628 -2.74632 2.61109
C 4.27928 -4.06820 1.98013
C 3.61074 -5.19963 1.56294
C 4.37442 -6.26545 1.10221
C 5.77372 -6.18595 1.12633
C 6.41210 -5.04257 1.62567
C 5.65583 -3.96904 2.09408
O 4.07148 -1.89874 3.39811
O 2.14900 -3.44360 3.32450
S 0.64615 -1.97093 2.13615
C -0.01705 -1.69262 3.70795
C -0.46945 -2.79888 4.45873
C -0.90802 -2.60828 5.77237
C -0.88476 -1.32737 6.32943
C -0.46344 -0.22578 5.58246
C -0.05931 -0.40285 4.25705
O 0.08138 -0.67068 1.30918
O 0.22907 -3.20061 1.49907
H 4.67615 0.61901 0.78561
H 5.11935 -0.44416 2.16015
H 4.59248 -1.15168 0.63354
H 2.52865 -5.23122 1.59262
H 3.86126 -7.14217 0.72588
H 6.37114 -7.03094 0.75707
H 7.49476 -4.98861 1.64598
H 6.12015 -3.08708 2.51867
H -0.45378 -3.79082 3.98050
H -1.25424 -3.48134 6.33010
H -1.20198 -1.18102 7.35036
H -0.44095 0.78484 5.99631
H 0.24571 0.44527 3.63404
```

Calculated values
Highest occupied orbital energy   -6.382 eV
Energy above the lowest of the compared OMol25 structures with the same formula, charge and spin   117.8 kcal/mol
Net charge   0
2S+1   1
E_LUMO   -0.6 eV

Mulliken population analysis, charges in e, atoms 1 to 2:
1 C -0.50
2 C -0.74